Record 1
C28H61N14O23 | ωB97M-V with the def2-TZVPD basis set

Frontier orbital gap ... 0.1648 Ha
Highest occupied orbital energy ... -9.6 eV
Energy above the lowest of the compared OMol25 structures with the same formula, charge and spin ... 76.9 kcal per mole
Molecular weight ... 961.9 g/mol
Net charge ... +1

Structure (XYZ):
```
126
C28H61N14O23 (ωB97M-V with the def2-TZVPD basis set)
C 0.34158 2.56403 -1.63498
C 0.35958 1.07603 -1.04298
C 1.85158 0.60803 -1.32098
C 2.33058 -0.58097 -0.39798
C 1.93158 -0.31097 1.07102
C 0.44258 0.02603 1.20602
N 0.04458 1.11003 0.33202
O -0.71842 2.09203 0.74302
C 0.19058 0.48603 2.66002
C -0.59842 -1.21597 1.01302
C -0.57242 0.18903 -1.87298
H -0.52042 2.98503 -1.37098
H 0.47858 2.65403 -2.48998
H 0.93158 3.37503 -1.08798
H 2.45358 1.39303 -1.18998
H 1.97458 0.13603 -2.41198
H 3.21358 -0.51497 -0.37898
H 1.74658 -1.38597 -0.79098
H 2.63458 0.29703 1.66202
H 2.15058 -1.04497 1.48102
H -0.92542 0.36703 2.82902
H 0.61658 1.47203 2.95102
H 0.57758 -0.32697 3.16502
H -0.49142 -1.78397 1.88602
H -0.37442 -1.76397 0.13402
H -1.71542 -0.76597 0.99102
H -0.58542 -0.88997 -1.55298
H -0.58642 0.34503 -2.97998
H -1.70542 0.32403 -1.48598
N 2.31558 -5.59097 3.15302
C 3.61258 -5.48397 2.51402
C 3.41558 -4.65197 1.21902
C 1.96558 -4.36297 1.30702
C 1.28858 -4.99797 2.43202
H 2.16958 -5.88497 4.17802
H 4.49258 -5.89497 2.99302
H 4.24258 -4.54797 0.34202
H 1.42158 -3.88097 0.42402
H 0.18858 -4.89497 2.65102
N 3.23658 -2.48897 3.67602
C 4.35258 -1.61797 3.61402
C 3.96558 -0.41897 4.49702
C 2.72258 -0.70897 5.11102
C 2.20058 -1.99897 4.49002
H 3.45458 -3.42297 3.44502
H 5.08358 -1.90797 3.01302
H 4.69458 0.38803 4.57202
H 2.06258 -0.24197 5.99102
H 1.25858 -2.31297 4.51602
C -2.49342 5.06203 0.85702
N -3.70042 4.47103 1.40302
O -4.00842 4.53303 2.64702
O -4.39242 3.89003 0.61302
H -2.48442 4.81703 -0.13398
H -1.57242 4.77803 1.44202
H -2.87742 6.00903 0.91002
C -0.36242 -2.27197 -6.13098
N 0.05358 -0.90497 -5.75498
O 1.10058 -0.56697 -6.27398
O -0.81942 -0.18497 -5.31698
H 0.33158 -2.93997 -6.64698
H -1.41642 -2.07397 -6.78798
H -0.57242 -2.56697 -4.92098
C -4.53242 -4.63897 1.86702
N -3.55042 -3.63097 1.97902
O -3.87042 -2.54097 1.51202
O -2.74042 -3.89097 2.81102
H -5.34042 -4.45697 2.43902
H -4.21742 -5.56897 2.24102
H -4.74042 -4.64397 0.77402
C -0.14542 -5.43697 -1.88098
N -0.80242 -4.26997 -1.17898
O -1.25242 -4.54697 -0.08098
O -1.19642 -3.40897 -1.93798
H 0.24658 -5.21197 -2.74698
H -0.73242 -6.25497 -2.09798
H 0.48658 -5.86097 -1.27398
C 1.17558 2.66003 -5.47998
N 2.30358 3.49303 -5.01598
O 2.41758 3.54003 -3.83798
O 3.07558 3.93703 -5.86198
H 1.24958 2.31803 -6.51698
H 0.31558 3.32003 -5.46698
H 1.16658 1.70303 -4.85798
C 1.80558 7.24703 -2.52898
N 0.89358 6.66303 -1.56398
O 1.39658 5.99603 -0.61198
O -0.34442 6.77503 -1.74498
H 1.98958 8.27603 -2.35798
H 1.57758 7.20503 -3.58498
H 2.78558 6.56203 -2.57998
C 2.44758 5.02503 2.48002
N 2.88458 3.78803 1.92102
O 2.24958 3.25403 1.05402
O 4.10658 3.49503 2.06602
H 1.40958 5.38203 2.09702
H 3.38158 5.66603 2.53202
H 2.29058 4.45303 3.30702
C -2.13442 4.36103 5.19802
N -1.26242 3.33203 4.49102
O -0.83042 2.36003 5.18202
O -0.71042 3.68503 3.40002
H -2.89542 3.71403 5.52202
H -2.47542 5.17503 4.47802
H -1.63142 4.73203 5.85702
C -4.00542 -1.78397 -1.99498
N -5.45642 -1.92497 -1.85698
O -6.19042 -1.98997 -2.86898
O -5.94542 -1.87097 -0.73498
H -3.91542 -0.80397 -2.71098
H -3.63742 -2.53997 -2.70498
H -3.38942 -1.86097 -1.05198
C 3.80758 -3.31897 -3.42598
N 2.40258 -3.26797 -3.70398
O 2.03258 -3.92297 -4.74298
O 1.72758 -2.67597 -2.79998
H 4.08958 -3.02097 -4.44198
H 3.95358 -4.41997 -3.16898
H 4.33058 -2.63797 -2.68298
C -5.74442 0.41403 1.37602
N -4.46942 0.93203 1.00202
O -4.21442 0.88503 -0.22998
O -3.60342 0.87703 1.82402
H -6.59142 0.54703 0.58902
H -5.90042 1.09203 2.29702
H -5.93842 -0.50497 1.87502
```



Record 2
C28H62N5O11S | ωB97M-V with the def2-TZVPD basis set

Frontier orbital gap ... 0.2329 Ha
Highest occupied orbital energy ... -10.5 eV
Molecular weight ... 676.9 g/mol
Net charge ... +1

Structure (XYZ):
```
107
C28H62N5O11S (ωB97M-V with the def2-TZVPD basis set)
N 1.06489 -0.48231 0.07338
C 2.00255 -1.26568 -0.58276
N 2.39256 -2.43120 -0.12008
N 2.48677 -0.80242 -1.77506
O 2.82938 -1.85189 -2.66276
C 3.64915 0.12485 -1.79044
C 3.47222 1.42372 -1.01006
C 2.59584 2.44058 -1.77256
C 1.84706 3.42303 -0.85670
C 0.42677 2.98329 -0.51365
C -0.49163 2.72099 -1.72656
C -1.11673 1.34762 -1.55586
S -2.32896 0.90593 -2.83152
C -3.10429 -0.32406 -1.87575
N -2.50925 -1.27582 -1.22954
N -3.50984 -1.97680 -0.56253
C -4.61112 -1.39557 -0.87882
O -4.44192 -0.33939 -1.69769
H 0.12822 -0.88608 0.06183
H 1.36110 -0.33110 1.03739
H 3.30203 -2.82190 -0.33296
H 1.79494 -2.95824 0.50163
H 2.16349 -2.54597 -2.55683
H 3.78522 0.39776 -2.83888
H 4.53501 -0.44480 -1.49194
H 3.13171 1.27243 0.01777
H 4.48624 1.82794 -0.94717
H 1.90437 1.90553 -2.42675
H 3.27970 3.02481 -2.39286
H 1.82676 4.42338 -1.29590
H 2.41038 3.52712 0.07768
H -0.04368 3.74487 0.11351
H 0.47161 2.07830 0.09921
H 0.04528 2.78899 -2.67562
H -1.27730 3.47964 -1.77210
H -1.61179 1.28413 -0.58528
H -0.33077 0.59565 -1.56339
H -5.59445 -1.67236 -0.53216
C -0.45774 1.46282 5.09190
O 0.44426 0.44168 5.45602
C 0.57174 -0.55165 4.46824
C 1.86679 -1.31871 4.59819
O 2.98897 -0.63063 4.06356
C 3.52901 0.42181 4.86043
C 4.31900 -0.05728 6.05546
O 3.44652 -0.42414 7.10385
C 4.07701 -1.23859 8.06970
H -1.46680 1.06772 4.92917
H -0.48806 2.17752 5.91028
H -0.12380 1.97751 4.18212
H 0.55126 -0.09090 3.46660
H -0.27188 -1.25175 4.55545
H 1.77487 -2.21915 3.98351
H 2.03340 -1.63198 5.62993
H 2.74826 1.11795 5.17288
H 4.21516 0.95282 4.19800
H 4.97566 0.75643 6.39291
H 4.94408 -0.91043 5.76140
H 4.43478 -2.17414 7.62460
H 3.33811 -1.46963 8.83313
H 4.92169 -0.72189 8.53787
C 7.60699 0.51983 -7.39318
O 6.43905 1.30886 -7.36471
C 5.51261 0.87505 -6.39395
C 4.54287 1.98209 -6.04657
O 5.06521 2.95906 -5.15917
C 5.98394 3.89850 -5.70703
C 5.34444 4.94566 -6.58865
O 5.09818 4.42622 -7.87972
C 4.16148 5.19646 -8.59906
H 7.37990 -0.52445 -7.63698
H 8.25647 0.92674 -8.16447
H 8.13154 0.55503 -6.43093
H 6.03703 0.55316 -5.48325
H 4.94427 0.02064 -6.79046
H 3.70696 1.52795 -5.50613
H 4.14560 2.44174 -6.95372
H 6.79505 3.39452 -6.23539
H 6.40992 4.40963 -4.84163
H 6.02520 5.80481 -6.66606
H 4.40645 5.28424 -6.12898
H 3.19245 5.22105 -8.08644
H 4.03419 4.72948 -9.57296
H 4.51317 6.22441 -8.74173
C -6.00935 -4.28522 2.01041
O -7.26226 -3.68594 2.24335
C -8.19749 -3.97565 1.22015
C -9.61457 -3.77210 1.70579
O -10.10717 -4.83508 2.49953
C -9.66047 -4.90004 3.84464
C -10.29931 -3.87793 4.75596
O -9.67618 -2.61399 4.61111
C -10.47707 -1.56660 5.10813
H -5.55851 -3.91067 1.08230
H -5.35829 -4.01873 2.84094
H -6.09613 -5.37610 1.96150
H -8.07904 -5.01144 0.87935
H -8.01790 -3.30404 0.36638
H -10.26003 -3.75430 0.82510
H -9.71070 -2.81135 2.21727
H -8.57154 -4.84075 3.90728
H -9.96713 -5.88790 4.19301
H -10.19303 -4.21449 5.79673
H -11.36814 -3.80333 4.52012
H -11.43001 -1.50633 4.56980
H -9.92992 -0.63761 4.96120
H -10.68261 -1.69138 6.17765
```



Record 3
C28H63N5O10PS | ωB97M-V with the def2-TZVPD basis set

Frontier orbital gap ... 0.2393 Ha
Highest occupied orbital energy ... -4.4 eV
Molecular weight ... 692.9 g/mol
Net charge ... -1

Structure (XYZ):
```
108
C28H63N5O10PS (ωB97M-V with the def2-TZVPD basis set)
C -2.45211 1.21966 5.38478
C -2.27279 1.90329 4.41679
N -2.10286 2.74711 3.35543
C -0.67372 2.61192 2.74212
C -0.51834 1.28851 2.00273
C 0.61817 1.13890 0.96303
C 0.18468 1.61261 -0.45487
C 1.98875 1.69973 1.35461
N -0.34958 3.75649 1.92617
C -0.90427 5.05002 2.28941
C -0.25573 6.16023 1.43416
C 0.29093 2.65950 4.02298
O 0.18898 3.69633 4.69971
O 1.01605 1.66264 4.19252
P -3.45691 2.58260 2.35840
O -3.96867 1.05074 2.47108
O -4.59321 3.37090 3.16460
S -3.33842 3.11901 0.50909
H -2.56762 0.63732 6.26447
H -1.43707 1.02631 1.46460
H -0.38413 0.51890 2.76040
H 0.76253 0.05740 0.87244
H -0.75556 2.16365 -0.42292
H 0.07851 0.76551 -1.13267
H 0.93002 2.29996 -0.85760
H 1.93429 2.67534 1.82852
H 2.62642 1.77174 0.46732
H 2.48794 1.03064 2.05443
H -0.57989 3.56834 0.95844
H -1.98776 5.10758 2.13154
H -0.71072 5.23807 3.34001
H 0.45776 5.71197 0.74014
H 0.26586 6.89273 2.04646
H -1.00217 6.66042 0.81407
H -4.05559 0.75012 1.55559
H -5.10825 2.76803 3.71414
C 1.86740 -2.62262 -4.21202
O 2.74359 -1.87089 -5.02608
C 2.27740 -1.63872 -6.34893
C 1.90795 -0.18652 -6.56431
N 0.71167 0.16929 -5.81709
C 0.41086 1.59730 -5.76966
C 1.43285 2.52672 -5.12376
O 1.58349 2.33986 -3.73460
C 2.46578 1.29546 -3.36921
H 2.40793 -2.87301 -3.30045
H 0.96840 -2.06137 -3.93600
H 1.56356 -3.55057 -4.70722
H 1.42842 -2.29024 -6.57937
H 3.09535 -1.89504 -7.02867
H 1.71999 -0.02557 -7.63108
H 2.78137 0.41901 -6.28496
H 0.81106 -0.16633 -4.86785
H -0.52596 1.70853 -5.21898
H 0.22274 1.94682 -6.79120
H 1.06709 3.54881 -5.25480
H 2.41069 2.47589 -5.62175
H 3.29112 1.19466 -4.08110
H 1.94027 0.33881 -3.28652
H 2.87914 1.52170 -2.38733
C -9.43510 -4.12244 3.67676
O -8.04307 -4.20108 3.46631
C -7.59504 -3.64440 2.23588
C -6.80934 -2.37039 2.45233
N -7.66792 -1.28897 2.91222
C -6.95404 -0.09428 3.35803
C -6.00536 -0.21856 4.54492
O -6.66784 -0.46343 5.77589
C -6.98130 -1.81285 6.04156
H -9.66341 -4.72669 4.55353
H -9.77250 -3.09690 3.86461
H -9.99082 -4.52078 2.82142
H -8.44064 -3.46762 1.56353
H -6.93867 -4.38316 1.76766
H -6.35032 -2.07707 1.50284
H -5.99735 -2.59770 3.15649
H -8.24156 -1.62831 3.67321
H -7.70926 0.65159 3.62040
H -6.39452 0.30662 2.50997
H -5.50212 0.74136 4.67207
H -5.20842 -0.95186 4.38033
H -6.23013 -2.49182 5.62721
H -7.96606 -2.09570 5.65451
H -7.00296 -1.93708 7.12484
C 9.75865 -1.85109 -2.07641
O 8.77924 -2.40773 -2.92665
C 8.22856 -3.63806 -2.47521
C 6.78957 -3.47728 -2.03688
N 6.69345 -2.70199 -0.80958
C 5.33780 -2.30576 -0.43778
C 4.55926 -1.41280 -1.39500
O 5.06351 -0.09815 -1.51190
C 6.12570 0.07223 -2.42588
H 10.21490 -1.01996 -2.61168
H 9.33315 -1.47001 -1.14171
H 10.53655 -2.58219 -1.83336
H 8.83410 -4.05779 -1.66560
H 8.26042 -4.33455 -3.31806
H 6.36385 -4.47055 -1.86054
H 6.23924 -3.02342 -2.87305
H 7.25873 -1.86791 -0.90439
H 5.40245 -1.78228 0.51850
H 4.75090 -3.21367 -0.26187
H 3.55191 -1.30406 -0.98326
H 4.44699 -1.86172 -2.39147
H 6.04183 -0.61200 -3.27589
H 7.10410 -0.06105 -1.95276
H 6.07527 1.09716 -2.79523
```



Record 4
C28H64LiN2O24P | ωB97M-V with the def2-TZVPD basis set

Frontier orbital gap ... 0.2086 Ha
Highest occupied orbital energy ... -5.7 eV
Energy above the lowest of the compared OMol25 structures with the same formula, charge and spin ... 100.1 kcal per mole
Molecular weight ... 850.7 g/mol

Structure (XYZ):
```
120
C28H64LiN2O24P (ωB97M-V with the def2-TZVPD basis set)
C 0.75900 4.49114 0.76738
N 1.60451 3.47003 -0.01292
C 2.85769 4.15528 -0.49630
C 1.87513 2.29821 0.84909
C 0.70126 3.03552 -1.16557
C 1.34189 2.16996 -2.12608
O 0.34113 1.78057 -3.03839
H -0.19311 3.89879 1.25779
H 0.30439 5.27558 -0.02921
H 1.39375 4.87783 1.47670
H 3.49860 3.41715 -0.89676
H 3.33226 4.57154 0.50705
H 2.61174 4.95770 -0.96424
H 2.53472 1.61582 0.26210
H 1.01994 1.64117 1.10564
H 2.29101 2.57472 1.75206
H 0.46341 3.76767 -1.91497
H -0.16733 2.40099 -0.62403
H 1.82886 1.30079 -1.96663
H 2.00188 2.71897 -2.71140
H -0.09425 0.91865 -2.83147
C 5.24028 -2.42540 -1.83812
N 4.03045 -2.96843 -2.33278
C 4.37115 -4.03139 -3.33959
C 3.37309 -3.61048 -1.19688
C 3.14223 -1.91769 -2.96115
C 1.84355 -2.39904 -3.53755
O 1.19028 -1.35759 -4.15688
H 5.96747 -3.15438 -1.22852
H 5.02978 -1.53835 -1.17984
H 5.70342 -2.01980 -2.40558
H 3.52259 -4.34070 -4.07088
H 4.85723 -4.93602 -2.93078
H 5.10802 -3.56473 -3.97612
H 2.37572 -3.99425 -1.20298
H 3.36354 -2.98532 -0.34642
H 3.71214 -4.59283 -0.64128
H 3.91604 -1.61315 -3.77969
H 2.97040 -1.30532 -2.10432
H 1.23223 -2.84233 -2.79021
H 1.98534 -3.00422 -4.37617
H 0.72677 -0.93593 -3.47112
Li -1.64438 -1.58170 -1.94878
P -0.01738 -0.87182 -0.69934
O -1.34025 -0.42437 -0.36000
O -0.08219 -0.52956 -2.15281
O -0.22149 -2.26534 -0.83626
O 1.22750 -0.42852 -0.09053
C 2.59029 1.48428 6.64480
O 2.00081 0.35781 6.10389
C 1.94099 0.19534 4.86995
O 2.29163 1.06896 4.05758
O 1.26537 -0.89356 4.45373
C 1.11148 -1.10474 3.08212
H 3.77338 1.23905 6.86251
H 2.13255 1.70164 7.60773
H 2.46321 2.29338 6.17252
H 1.95208 -1.69150 2.66122
H 0.87658 -0.08654 2.63015
H 0.27754 -1.82702 2.98977
C -2.62490 1.84137 1.81061
O -3.47957 1.72329 2.87406
C -4.41567 2.58459 3.19715
O -4.65094 3.60783 2.45096
O -5.07332 2.33626 4.24828
C -6.11849 3.25819 4.74123
H -3.02050 1.40134 0.91213
H -1.78980 1.51571 1.90556
H -2.28685 3.05721 1.51494
H -5.74995 4.28539 4.98354
H -6.48816 2.86046 5.64298
H -6.87107 3.15469 4.09770
C -5.24315 -2.65005 -4.71517
O -5.59076 -2.25707 -3.40632
C -4.68062 -1.75521 -2.46627
O -3.49340 -1.79234 -2.74454
O -5.21955 -1.42594 -1.29493
C -4.37107 -0.72598 -0.26909
H -4.33471 -2.05773 -5.08266
H -6.05862 -2.59281 -5.40249
H -4.87674 -3.70097 -4.67663
H -4.84915 -0.96586 0.70797
H -3.92814 0.30081 -0.49535
H -3.61504 -1.46377 0.26825
C -2.88813 2.44528 -2.10248
O -4.13023 2.51908 -1.75631
C -4.94776 3.58361 -2.14031
O -4.56884 4.45270 -2.96811
O -6.15101 3.59517 -1.63062
C -7.24390 4.33454 -2.13732
H -2.44245 1.56980 -1.78251
H -2.22052 3.22885 -1.65135
H -2.59972 2.19743 -3.22827
H -6.92238 5.35900 -2.11991
H -7.96054 4.17634 -1.51375
H -7.56145 3.86264 -3.14095
C -3.52898 -7.44515 3.57810
O -2.46691 -6.48704 3.56372
C -1.94345 -5.97496 2.36406
O -2.36434 -6.33209 1.30163
O -1.08574 -5.00216 2.45585
C -0.34076 -4.35503 1.41672
H -3.49491 -8.12179 2.62244
H -4.54841 -6.85653 3.57889
H -3.67082 -8.16141 4.42383
H -0.93825 -4.25144 0.60472
H 0.49165 -5.15711 1.11021
H 0.13534 -3.46155 1.67516
C 6.71119 2.92233 -1.53673
O 6.64889 1.79263 -0.76843
C 5.73369 1.51357 0.11698
O 4.97047 2.38271 0.62572
O 5.75537 0.23405 0.74494
C 4.71036 -0.18692 1.55049
H 7.45927 2.74628 -2.30934
H 6.84963 3.86813 -0.83326
H 5.67954 3.09442 -1.82967
H 4.60165 0.30474 2.48723
H 4.72177 -1.11823 1.94055
H 3.81489 -0.24784 1.10493
```